{"formula": "C60H46BrCsIP3Si", "method": "ωB97M-V/def2-TZVPD", "gap_ev": 5.666, "largest_force_ev_per_a": 2.96, "homo_ev": -5.88, "total_energy_ev": -177399.8245, "species": ["Cs", "C", "C", "C", "C", "C", "C", "P", "C", "C", "C", "C", "C", "C", "C", "C", "C", "C", "C", "C", "Si", "C", "C", "C", "C", "C", "C", "P", "C", "C", "C", "C", "C", "C", "C", "C", "C", "C", "C", "C", "C", "C", "C", "C", "C", "C", "P", "C", "C", "C", "C", "C", "C", "C", "C", "C", "C", "C", "C", "H", "H", "H", "H", "H", "H", "H", "H", "H", "H", "H", "H", "H", "H", "H", "H", "H", "H", "H", "H", "H", "H", "H", "H", "H", "H", "H", "H", "H", "H", "H", "H", "H", "H", "H", "H", "H", "H", "H", "H", "H", "H", "Br", "C", "C", "C", "C", "C", "C", "I", "H", "H", "H", "H"], "xyz": [[0.450, -1.178, -1.903], [-5.788, -3.644, 2.803], [-5.946, -3.726, 1.409], [-5.073, -2.946, 0.606], [-4.026, -2.237, 1.156], [-3.853, -2.311, 2.534], [-4.783, -2.880, 3.360], [-2.736, -1.268, 0.288], [-2.730, -1.885, -1.447], [-2.980, -1.008, -2.503], [-2.800, -1.458, -3.800], [-2.447, -2.792, -4.038], [-2.120, -3.644, -2.983], [-2.297, -3.200, -1.684], [-3.576, 0.335, 0.057], [-4.921, 0.423, -0.261], [-5.607, 1.631, -0.393], [-4.898, 2.780, -0.170], [-3.567, 2.714, 0.237], [-2.828, 1.488, 0.311], [-0.912, 1.246, 0.374], [-0.287, 3.171, 0.342], [-0.773, 4.113, 1.186], [-0.246, 5.380, 1.297], [0.774, 5.740, 0.449], [1.218, 4.849, -0.535], [0.634, 3.623, -0.612], [1.176, 2.441, -1.860], [-0.238, 2.511, -3.082], [0.014, 2.005, -4.356], [-1.051, 2.011, -5.274], [-2.325, 2.452, -4.942], [-2.490, 2.969, -3.667], [-1.488, 2.985, -2.698], [2.397, 3.300, -2.908], [3.681, 2.746, -3.193], [4.618, 3.351, -3.999], [4.301, 4.558, -4.636], [3.068, 5.066, -4.409], [2.094, 4.475, -3.589], [-0.622, 1.068, 2.294], [-1.750, 1.111, 3.165], [-1.674, 0.740, 4.484], [-0.489, 0.288, 5.028], [0.679, 0.276, 4.202], [0.641, 0.696, 2.902], [2.146, 0.664, 1.872], [3.125, -0.770, 2.436], [2.540, -2.088, 2.497], [3.352, -3.208, 2.723], [4.740, -3.129, 2.915], [5.285, -1.829, 2.857], [4.489, -0.697, 2.684], [3.120, 2.119, 2.329], [3.744, 2.699, 1.237], [4.343, 3.934, 1.346], [4.446, 4.573, 2.582], [3.769, 4.006, 3.693], [3.171, 2.794, 3.580], [-6.473, -4.263, 3.371], [-6.773, -4.261, 0.923], [-5.280, -3.006, -0.439], [-2.953, -1.872, 3.003], [-4.714, -2.736, 4.398], [-3.208, 0.028, -2.371], [-2.971, -0.830, -4.638], [-2.438, -3.127, -5.066], [-1.856, -4.709, -3.218], [-1.885, -3.740, -0.866], [-5.439, -0.546, -0.320], [-6.621, 1.613, -0.792], [-5.390, 3.699, -0.293], [-3.045, 3.614, 0.211], [-1.496, 3.733, 1.926], [-0.501, 6.039, 2.148], [1.304, 6.641, 0.649], [2.024, 5.167, -1.174], [1.031, 1.568, -4.558], [-0.823, 1.609, -6.219], [-3.124, 2.463, -5.694], [-3.428, 3.348, -3.293], [-1.750, 3.560, -1.762], [3.929, 1.845, -2.643], [5.520, 2.828, -4.087], [4.918, 5.102, -5.352], [2.790, 6.025, -4.796], [1.132, 4.971, -3.446], [-2.708, 1.426, 2.740], [-2.590, 0.806, 5.075], [-0.449, -0.132, 6.036], [1.565, -0.195, 4.632], [1.480, -2.206, 2.298], [2.901, -4.157, 2.763], [5.351, -3.968, 3.089], [6.335, -1.625, 3.089], [4.992, 0.290, 2.744], [3.533, 2.241, 0.282], [4.681, 4.382, 0.439], [4.803, 5.575, 2.687], [3.741, 4.528, 4.621], [2.613, 2.450, 4.451], [4.565, -6.774, -1.002], [3.049, -7.777, -0.629], [3.121, -9.153, -0.815], [2.118, -9.956, -0.380], [0.965, -9.407, 0.188], [0.832, -8.028, 0.310], [1.865, -7.238, -0.159], [1.550, -5.102, -0.061], [4.055, -9.508, -1.252], [2.204, -11.031, -0.544], [0.258, -10.107, 0.653], [-0.007, -7.529, 0.845]], "mulliken_charge": [1.680, -0.381, -0.832, -0.116, 0.175, -0.505, -0.737, 0.846, -0.204, -0.231, -0.331, -0.593, -0.565, -0.726, -0.581, 0.473, -0.824, -0.995, -0.660, 1.160, -0.852, -0.833, 0.314, -1.056, -0.951, -0.750, 0.908, 1.263, 0.595, -0.203, -0.618, -0.938, -0.322, -0.139, 0.153, -0.603, -0.574, -0.536, -0.686, -0.216, -0.447, -0.189, -0.717, -0.935, 0.182, -0.124, 0.866, 0.340, -0.992, -0.579, -0.908, -0.470, -0.450, 0.284, -0.217, -0.306, -0.752, -0.438, -0.625, 0.362, 0.362, 0.377, 0.259, 0.499, 0.080, 0.508, 0.414, 0.338, 0.596, 0.215, 0.373, 0.490, 0.488, 0.386, 0.328, 0.400, 0.492, 0.376, 0.473, 0.396, 0.427, 0.014, 0.303, 0.493, 0.366, 0.395, 0.451, 0.357, 0.414, 0.369, 0.428, 0.722, 0.669, 0.463, 0.363, 0.237, 0.221, 0.416, 0.378, 0.443, 0.318, -0.152, 0.073, -0.405, -0.466, -0.523, -0.420, 0.241, 0.300, 0.350, 0.344, 0.332, 0.335]}